Entry 1:
24
Properties=species:S:1:pos:R:3:forces:R:3:lowdin_spin:R:1 method="wB97M-V/def2-TZVPD" s_squared=0.751 lumo_energy_ev="0.7 / 0.4" spin_multiplicity=2 e_tot_ha=-405.1937 e_homo_ev="-2.94 / -10.00" homo_lumo_gap_ha="0.132 / 0.382"
O -2.096 0.929 2.720 -0.3 -0.5 -0.1 0.260
O -2.606 -2.137 1.685 -0.3 -0.3 -0.3 0.074
N -0.625 -0.193 0.858 0.5 -0.4 1.5 0.062
C 3.019 -0.001 -0.748 0.2 -0.2 1.3 0.011
C 1.821 0.166 -1.289 0.2 -0.2 -0.6 0.005
C 1.505 -0.475 -2.637 0.5 0.4 1.1 0.003
C -0.588 0.501 -0.444 1.3 0.6 0.4 0.080
C 0.808 1.104 -0.708 -0.5 0.2 -0.1 0.037
H -0.780 -0.231 -1.182 -0.8 -0.5 -0.9 0.007
H 2.267 -1.215 -2.833 -0.2 -0.6 0.0 0.000
H 0.490 -0.859 -2.685 0.1 -0.2 -0.2 0.001
H 0.135 0.134 1.462 0.2 0.5 0.0 0.069
H -3.206 -2.747 1.229 0.2 0.2 0.2 0.010
H -2.671 1.658 2.403 0.1 0.2 0.2 0.111
H -0.465 -1.203 0.880 -0.5 0.0 -0.6 0.020
H 0.642 1.940 -1.399 0.1 -0.1 -0.2 0.005
H 3.789 -0.659 -1.111 0.0 -0.2 -0.6 0.000
H 1.665 0.262 -3.394 -0.3 0.7 -0.7 0.000
H 1.168 1.578 0.202 0.1 0.0 0.1 0.030
H -1.447 0.046 1.495 0.2 0.0 -0.5 0.027
H -1.632 1.217 3.537 0.0 0.2 -0.1 0.108
H -3.195 -1.523 2.143 0.1 0.2 0.1 0.030
H 3.302 0.391 0.229 -0.3 0.4 -0.2 0.004
H -1.300 1.316 -0.415 -0.4 -0.2 0.0 0.046

Entry 2:
53
Properties=species:S:1:pos:R:3:forces:R:3:mulliken_charge:R:1 method="wB97M-V/def2-TZVPD" lumo_energy_ev=0.6 spin_multiplicity=1 e_tot_ha=-1822.1594 smiles=CCCc1cc(CC)cc2c1N(CNC)c1cc(S)c(CCF)cc1S2 e_homo_ev=-7.68 homo_lumo_gap_ha=0.305
S -0.040 4.493 2.863 0.0 0.0 0.2 -0.254
S 2.181 0.030 -1.001 -0.1 0.1 -0.2 -0.476
F 4.571 4.214 3.821 0.0 -0.1 -0.2 -0.356
N -0.797 0.425 -0.111 0.2 0.2 -0.8 0.887
N -0.845 1.893 -2.070 0.0 -0.1 -0.1 -0.172
C -2.683 -1.694 0.194 0.0 0.1 0.1 -1.183
C -1.714 2.613 -2.996 0.0 -0.1 0.3 -0.975
C 2.423 2.167 0.627 0.0 0.0 0.0 -0.524
C -0.234 2.317 1.260 0.0 0.0 0.1 -0.638
C 4.207 3.482 2.683 0.0 0.2 0.1 -0.379
C -3.685 -2.099 2.506 -0.1 0.0 -0.3 -1.478
C -0.959 -3.195 -0.814 0.2 -0.1 -0.1 -1.082
C 1.254 -2.474 -1.319 -0.1 -0.1 0.0 -0.400
C 2.006 3.197 1.459 -0.1 0.0 0.0 0.567
C -2.663 -1.305 1.691 -0.3 0.1 0.0 0.030
C 3.030 4.167 1.984 0.1 0.1 0.0 -1.065
C 0.189 1.305 0.416 -0.1 -0.1 0.2 -0.389
C 0.642 3.264 1.769 0.2 0.1 -0.1 -0.377
C -1.621 1.068 -1.160 0.3 -0.1 0.2 -1.363
C 0.908 -1.187 -0.915 0.0 0.0 0.0 0.749
C 1.835 -5.055 -2.672 0.0 -0.1 0.1 -1.417
C 0.639 -4.907 -1.728 0.0 0.1 -0.3 -0.115
C 0.318 -3.496 -1.295 0.0 0.2 0.1 0.031
C -0.378 -0.890 -0.479 0.2 0.0 0.1 -0.295
C -1.316 -1.925 -0.391 -0.1 -0.1 0.0 0.246
C 1.540 1.236 0.102 0.0 -0.1 0.0 0.617
H 2.575 4.857 2.693 0.0 -0.1 0.1 0.447
H -0.053 5.511 1.995 0.0 0.1 -0.1 0.183
H -1.111 3.096 -3.760 0.0 0.0 -0.1 0.345
H 5.091 3.438 2.046 0.0 -0.1 0.0 0.239
H -1.660 -1.434 2.094 0.0 0.0 0.1 0.286
H 2.269 -2.654 -1.652 0.0 0.0 0.0 0.431
H -2.251 3.385 -2.442 0.0 0.1 0.0 0.305
H -4.626 -2.163 1.952 0.0 0.0 0.1 0.355
H -0.226 1.288 -2.600 0.1 0.0 0.0 0.221
H 0.796 -5.522 -0.839 -0.1 -0.1 0.0 0.254
H 1.939 -4.188 -3.324 0.0 0.0 0.0 0.414
H -3.219 -0.916 -0.355 0.0 -0.1 0.0 0.268
H 3.407 4.777 1.158 0.0 0.0 0.0 0.375
H -2.120 0.257 -1.700 -0.2 0.0 0.1 0.788
H -3.351 -3.121 2.688 0.0 0.0 0.1 0.323
H -1.697 -3.989 -0.760 0.0 0.0 0.0 0.378
H -2.922 -0.250 1.782 0.2 0.1 0.0 0.177
H 3.470 2.085 0.355 0.0 0.0 0.0 0.356
H -3.911 -1.612 3.454 0.1 -0.1 0.1 0.411
H -2.464 1.968 -3.472 0.0 0.0 -0.1 0.328
H 3.937 2.477 3.009 0.0 0.0 0.1 0.367
H -2.363 1.708 -0.678 -0.1 0.0 -0.1 0.479
H -1.281 2.383 1.527 0.0 -0.1 0.0 0.461
H -3.267 -2.608 0.064 0.0 0.0 0.0 0.573
H -0.249 -5.298 -2.229 0.0 -0.1 0.1 0.393
H 2.769 -5.185 -2.126 0.0 0.1 0.0 0.294
H 1.710 -5.932 -3.306 0.0 0.0 0.0 0.357

Entry 3:
17
Properties=species:S:1:pos:R:3:forces:R:3:mulliken_charge:R:1 method="wB97M-V/def2-TZVPD" lumo_energy_ev=0.9 spin_multiplicity=1 e_tot_ha=-343.1366 smiles="CNCCNC=O" e_homo_ev=-8.28 homo_lumo_gap_ha=0.336
O 0.191 -2.025 -0.467 -0.6 -0.5 0.0 -0.528
N -0.776 1.074 -0.279 -0.2 -0.1 -1.5 -0.208
N 1.572 -0.303 0.032 0.6 0.0 -0.7 -0.093
C -2.072 1.557 -0.776 1.4 -0.6 -0.1 -1.020
C 0.904 0.145 1.213 -1.6 -0.6 1.0 -0.694
C -0.606 0.428 1.008 -0.3 1.1 -0.9 -0.587
C 1.113 -1.317 -0.767 0.4 0.9 0.5 -0.022
H 1.656 -1.391 -1.721 0.2 -0.1 0.0 0.361
H -1.948 1.917 -1.804 0.3 0.2 0.2 0.320
H -0.084 1.747 -0.542 0.6 0.1 0.4 0.193
H -0.964 1.109 1.800 0.2 -0.4 0.3 0.383
H 0.979 -0.616 2.004 0.1 0.3 0.0 0.262
H -2.363 2.411 -0.167 -1.2 -0.3 0.1 0.328
H -1.242 -0.452 0.988 0.2 -0.3 0.2 0.346
H 1.308 1.088 1.576 0.5 -0.2 -0.2 0.436
H -2.706 0.686 -0.954 -0.7 0.4 0.9 0.307
H 2.482 0.084 -0.144 -0.1 0.0 -0.3 0.216

Entry 4:
18
Properties=species:S:1:pos:R:3:forces:R:3:mulliken_charge:R:1 method="wB97M-V/def2-TZVPD" lumo_energy_ev=-0.1 spin_multiplicity=1 e_tot_ha=-973.5511 smiles="CC1=C[C@@H](F)C(F)(F)C1=[PH2]F" e_homo_ev=-8.25 homo_lumo_gap_ha=0.299
P -0.735 -1.972 -0.121 -1.5 0.0 0.6 0.306
F -1.790 -2.070 1.032 -1.2 -0.1 0.5 -0.253
F 1.675 -0.746 -1.529 -0.4 -0.5 -0.4 -0.333
F 2.340 1.380 1.132 1.0 0.2 1.1 -0.290
F 2.492 -1.182 0.435 -0.8 0.0 -0.1 -0.317
C 0.112 -0.567 0.332 0.4 -1.5 -1.7 -0.377
C 0.475 1.673 -0.154 -0.8 -2.9 0.1 -1.190
C -1.973 0.940 0.305 4.2 1.8 -1.2 -1.924
C 1.847 1.100 -0.099 -1.0 -1.3 -0.9 -0.079
C 1.508 -0.455 -0.199 2.0 1.8 0.5 0.845
C -0.479 0.727 0.132 1.0 2.8 -0.1 1.179
H 2.601 1.381 -0.868 -0.6 -0.1 0.4 0.348
H -2.319 0.667 -0.607 -1.8 -0.7 -2.9 0.476
H -0.057 -3.071 0.133 2.0 -1.5 0.1 0.059
H -2.200 0.220 0.949 -1.9 -2.3 3.3 0.556
H -1.658 -2.663 -1.058 0.6 1.3 0.0 0.065
H 0.333 2.678 -0.305 -0.6 2.2 -0.2 0.538
H -2.173 1.959 0.489 -0.6 0.9 0.6 0.391